75
Properties=species:S:1:pos:R:3:forces:R:3:lowdin_spin:R:1 method="wB97M-V/def2-TZVPD" multiplicity=4 e_homo_ev="-13.9 / -14.1" charge=+2 total_energy_ha=-1632.8322 s2=3.78 orbital_gap_ha="0.27786 / 0.25898"
Tc 0.9186 0.8804 -0.9776 0.13 0.11 -0.50 2.33
C -0.2227 -1.7868 3.8969 0.07 0.02 0.04 0.00
C -1.5938 -2.2418 3.4886 -0.10 -0.04 0.00 0.00
C -2.5892 -2.4656 4.4373 0.05 -0.01 -0.02 0.00
C -3.8525 -2.9009 4.0701 -0.02 -0.01 -0.02 0.00
C -4.1582 -3.1275 2.7350 -0.01 0.00 0.02 0.00
C -3.1929 -2.8998 1.7693 0.02 0.02 0.00 0.00
C -1.9322 -2.4602 2.1521 -0.01 0.01 0.03 0.00
N -0.9494 -2.2084 1.1302 0.00 0.05 -0.09 0.02
C -0.6008 -0.9783 0.7501 -0.03 0.01 -0.01 0.02
N -1.3339 0.0515 1.2118 0.02 -0.10 0.02 0.03
C -0.9469 1.4077 1.2883 0.05 0.16 -0.04 0.04
C 0.0584 1.9207 0.4698 -0.01 0.10 0.31 -0.01
C 0.4683 3.2482 0.6192 -0.09 0.00 0.05 0.04
C -0.1733 4.0607 1.5368 0.04 0.01 -0.03 0.00
C -1.1979 3.5438 2.3188 0.00 0.02 0.00 0.05
C -1.6018 2.2192 2.2236 0.09 -0.03 -0.12 0.00
C -2.6921 1.6737 3.1004 -0.05 -0.05 0.02 0.00
N 0.4240 -0.7876 -0.0903 -0.17 -0.12 0.18 0.06
C 1.3217 -1.8896 -0.3548 0.04 0.03 0.00 0.01
C 2.3351 -2.1468 0.5653 -0.02 -0.03 -0.07 0.00
C 3.2133 -3.1882 0.3348 -0.01 0.00 -0.01 0.00
C 3.0775 -3.9545 -0.8182 0.02 -0.01 0.03 0.00
C 2.0698 -3.6834 -1.7273 -0.05 0.04 -0.01 0.00
C 1.1657 -2.6417 -1.5192 0.11 -0.05 0.06 0.01
C 0.0761 -2.3575 -2.5129 -0.07 -0.02 -0.06 0.00
H -0.0333 -2.0416 4.9375 0.00 0.02 0.00 0.00
H -0.1113 -0.7020 3.8038 0.01 0.01 -0.01 0.00
H 0.5545 -2.2528 3.2914 0.01 -0.01 0.00 0.00
H -2.3576 -2.3152 5.4839 0.00 0.01 0.02 0.00
H -4.5985 -3.0773 4.8324 -0.02 0.00 0.01 0.00
H -5.1383 -3.4818 2.4494 -0.01 -0.01 0.00 0.00
H -3.4035 -3.0711 0.7210 0.00 0.00 -0.01 0.00
H -0.4399 -2.9768 0.7151 0.02 -0.02 0.03 0.00
H -2.0923 -0.2256 1.8243 0.00 0.00 -0.02 0.00
H 1.2830 3.6530 0.0276 -0.04 -0.01 0.00 0.00
H 0.1280 5.0922 1.6531 0.01 0.01 0.00 0.00
H -1.6887 4.1837 3.0400 -0.01 0.02 0.01 0.00
H -3.0943 2.4532 3.7423 0.02 0.00 0.01 0.00
H -2.3239 0.8727 3.7475 -0.01 -0.01 0.02 0.00
H -3.5284 1.2774 2.5172 0.00 0.00 -0.01 0.00
H 2.4312 -1.5167 1.4402 0.00 0.02 0.02 0.00
H 4.0016 -3.4014 1.0430 0.01 0.00 0.01 0.00
H 3.7617 -4.7701 -1.0076 0.01 -0.01 0.00 0.00
H 1.9736 -4.2907 -2.6179 0.00 -0.01 -0.01 0.00
H 0.0098 -3.1631 -3.2409 -0.01 0.00 -0.01 0.00
H 0.2598 -1.4356 -3.0711 0.01 0.02 -0.01 0.00
H -0.9001 -2.2600 -2.0336 -0.01 0.00 0.01 0.00
N -3.8570 2.0191 -4.8504 -0.01 0.00 0.00 0.02
C -2.8709 1.7309 -3.9975 -0.06 0.02 -0.05 0.01
C -3.0484 0.8083 -2.9448 0.09 -0.06 0.12 0.01
C -2.0152 0.5445 -2.0901 -0.07 0.04 -0.07 0.01
N -0.7996 1.1231 -2.1967 -0.07 -0.09 0.07 0.03
C -0.6293 2.0052 -3.2046 -0.01 0.08 -0.12 0.01
C -1.6009 2.3336 -4.1055 0.11 0.00 0.06 0.00
H -4.7650 1.5960 -4.7641 0.00 -0.01 0.01 0.00
H -3.7278 2.6781 -5.5989 0.02 0.01 0.00 0.00
H -3.9960 0.3070 -2.8068 -0.02 -0.01 0.01 0.00
H -2.1436 -0.1542 -1.2770 -0.02 -0.02 0.02 0.00
H 0.3514 2.4687 -3.2838 0.00 0.02 -0.01 0.00
H -1.3891 3.0483 -4.8875 0.01 0.02 -0.01 0.00
C 4.3521 2.3774 0.0956 0.09 0.07 -0.09 0.01
C 3.8648 1.6365 -1.1372 -0.26 -0.10 0.08 0.02
C 3.3135 2.5817 -2.1984 0.10 0.06 -0.02 0.01
C 4.9128 0.6934 -1.7029 0.03 0.12 0.00 0.00
O 2.7497 0.7978 -0.7141 0.14 -0.15 0.15 0.26
H 5.1984 3.0162 -0.1595 0.00 -0.01 0.00 0.00
H 4.6753 1.6724 0.8590 -0.01 -0.03 0.01 0.00
H 3.5644 3.0063 0.5122 -0.01 -0.01 0.01 0.00
H 4.0837 3.2553 -2.5748 -0.01 0.01 0.00 0.00
H 2.5207 3.2195 -1.7827 0.00 -0.02 0.00 0.00
H 2.9353 2.0169 -3.0567 0.00 -0.03 -0.01 0.00
H 5.7906 1.2552 -2.0244 -0.01 0.01 0.01 0.00
H 4.5224 0.1468 -2.5615 -0.02 -0.01 0.00 0.00
H 5.2242 -0.0214 -0.9431 -0.01 -0.01 0.02 0.00

72
Properties=species:S:1:pos:R:3:forces:R:3:lowdin_spin:R:1 method="wB97M-V/def2-TZVPD" multiplicity=4 e_homo_ev="-14.4 / -14.4" charge=+2 total_energy_ha=-4558.9798 relative_energy_kcal_mol=0.0 s2=4.09 orbital_gap_ha="0.23931 / 0.28752"
C 1.7935 2.3979 -2.3301 -0.20 0.36 -0.67 0.01
H 2.6110 3.0496 -1.9996 -0.12 -0.29 0.10 0.00
H 2.1206 1.8953 -3.2481 0.00 0.07 0.11 0.00
H 1.6432 1.6312 -1.5623 0.05 -0.31 0.52 0.00
C 0.5147 3.2059 -2.5749 0.07 0.17 0.11 0.00
H -0.2943 2.5273 -2.8752 -0.12 -0.03 -0.07 0.00
H 0.1925 3.6733 -1.6354 0.07 -0.12 -0.22 0.00
C 0.6976 4.2865 -3.6457 0.01 -0.11 -0.04 0.00
H -0.2260 4.8530 -3.8065 0.18 -0.13 0.06 0.00
H 1.4815 4.9962 -3.3556 -0.14 -0.14 -0.02 0.00
H 0.9912 3.8421 -4.6042 -0.04 0.09 0.15 0.00
C -0.8481 -2.1677 -1.6000 -0.62 -1.81 -0.78 -0.09
C -1.5513 -1.4409 -2.6449 0.24 -0.47 1.24 -0.10
C -0.5879 -1.0877 -3.5884 1.47 0.30 -0.62 -0.06
C 0.6788 -1.7104 -3.2271 -0.34 1.15 -1.23 -0.08
C 0.5025 -2.4500 -2.0590 -1.12 0.22 1.06 -0.10
C 1.4706 -3.3739 -1.4022 0.26 0.26 0.20 -0.01
C 1.9159 -1.6253 -4.0581 0.23 0.11 0.05 -0.01
C -0.7995 -0.2912 -4.8332 -0.04 0.22 -0.09 0.00
C -3.0167 -1.1691 -2.6827 -0.01 0.44 0.16 -0.01
C -1.5160 -2.8663 -0.4611 -0.13 -0.14 0.05 -0.01
Cr 0.0505 -0.2841 -1.5107 -0.23 -0.94 -0.38 3.46
H 2.8018 -1.9179 -3.4965 -0.03 -0.04 -0.01 0.00
H 1.8490 -2.2793 -4.9311 -0.09 -0.02 0.05 -0.01
H 2.0885 -0.6156 -4.4322 -0.08 0.00 -0.03 0.00
H 2.5016 -3.1208 -1.6451 -0.01 -0.02 -0.07 0.00
H 1.3817 -3.3499 -0.3172 -0.08 -0.03 -0.07 0.00
H 1.3045 -4.4072 -1.7196 -0.13 0.10 -0.08 -0.01
H -2.3560 -2.2926 -0.0721 0.04 0.00 -0.05 0.00
H -1.8999 -3.8383 -0.7810 0.04 0.01 -0.14 -0.01
H -0.8283 -3.0399 0.3653 -0.05 -0.02 -0.11 0.00
H -3.2511 -0.2942 -3.2877 0.03 -0.05 -0.07 0.00
H -3.5626 -2.0159 -3.1075 0.17 -0.06 0.01 -0.01
H -3.4214 -0.9886 -1.6879 0.02 -0.10 0.07 0.00
H 0.0234 0.3994 -5.0215 0.05 -0.05 0.01 0.00
H -0.8738 -0.9415 -5.7085 0.01 -0.05 0.08 0.00
H -1.7132 0.2990 -4.7857 -0.02 -0.05 0.00 0.00
O -0.5068 -0.6169 0.2967 0.88 0.64 -1.26 0.03
As -0.1032 0.0313 1.7787 -0.39 0.26 3.10 0.01
C 0.7602 1.7649 1.6280 0.26 -0.18 0.22 0.00
C 2.0319 1.9531 2.1877 -0.02 0.20 -0.08 0.00
C 2.6419 3.2085 2.1396 -0.44 -0.10 -0.20 0.00
C 1.9809 4.2811 1.5366 -0.27 -0.45 -0.01 0.00
C 0.7123 4.0962 0.9778 0.22 -0.47 0.18 0.00
C 0.1029 2.8367 1.0193 0.16 0.21 0.06 0.00
C -1.8332 0.0642 2.6627 -0.18 0.38 0.13 0.00
C -2.5161 -1.1530 2.8113 0.00 0.23 0.03 0.00
C -3.7574 -1.1927 3.4472 0.31 0.33 -0.14 0.00
C -4.3231 -0.0160 3.9415 0.50 0.27 -0.23 0.00
C -3.6440 1.2008 3.7982 0.11 -0.54 -0.15 0.00
C -2.3982 1.2419 3.1599 -0.24 -0.31 0.06 0.00
C 0.8940 -1.2245 2.9318 0.42 0.22 -0.04 0.00
C 1.2286 -2.5162 2.5305 0.28 0.27 0.82 0.00
C 1.9189 -3.3833 3.3825 -0.16 0.43 0.16 0.00
C 2.2825 -2.9589 4.6603 -0.23 0.26 -0.29 0.00
C 1.9457 -1.6710 5.0836 -0.26 -0.04 -0.56 0.00
C 1.2496 -0.8098 4.2251 0.10 -0.13 -0.09 0.00
H 2.5486 1.1340 2.6684 0.02 -0.07 0.02 0.00
H 3.6212 3.3514 2.5781 -0.04 -0.04 -0.02 0.00
H 2.4491 5.2559 1.5067 -0.02 0.00 0.01 0.00
H 0.2002 4.9297 0.5168 -0.04 -0.01 0.01 0.00
H -0.8836 2.6997 0.5962 -0.13 0.06 -0.03 0.00
H -2.0820 -2.0713 2.4366 0.03 -0.06 0.04 0.00
H -4.2774 -2.1371 3.5581 0.06 0.07 -0.01 0.00
H -5.2851 -0.0484 4.4364 0.04 0.04 0.00 0.00
H -4.0840 2.1091 4.1864 0.04 0.02 -0.02 0.00
H -1.8775 2.1835 3.0578 0.02 0.10 0.04 0.00
H 0.9397 -2.8557 1.5768 -0.24 -0.36 -1.01 0.00
H 2.1663 -4.3853 3.0523 -0.05 0.08 -0.01 0.00
H 2.8161 -3.6293 5.3227 -0.02 0.06 -0.03 0.00
H 2.2214 -1.3423 6.0773 -0.06 0.06 -0.06 0.00
H 0.9913 0.1842 4.5655 -0.01 0.06 0.10 0.00

84
Properties=species:S:1:pos:R:3:forces:R:3:lowdin_charge:R:1 method="wB97M-V/def2-TZVPD" e_homo_ev=-7.6 total_energy_ha=-6346.7364 relative_energy_kcal_mol=37.4 orbital_gap_ha=0.27492
Ti -0.5238 -0.7136 0.1143 0.67 0.35 -0.35 1.05
C 0.1217 2.3739 -1.6361 -0.08 -0.04 -0.06 -0.11
C 0.9473 1.3729 -1.2343 0.04 -0.06 -0.12 -0.15
C 0.3857 0.0861 -1.6800 -0.16 0.07 0.19 -0.29
C -0.8013 0.4595 -2.4607 0.18 -0.09 -0.17 -0.15
C -0.9723 1.8027 -2.3940 0.08 0.09 0.07 -0.09
H 0.2559 3.4273 -1.4263 0.00 0.00 -0.01 0.10
H 1.8715 1.4718 -0.6922 0.01 0.01 0.12 0.08
H 1.0487 -0.7085 -2.0204 -0.03 -0.03 0.03 0.09
H -1.4174 -0.2365 -3.0092 -0.03 -0.02 0.09 0.08
H -1.7934 2.3584 -2.8226 0.01 0.01 -0.02 0.10
Br -2.5061 -1.2401 2.3266 -0.03 -0.06 0.11 0.99
C -1.3268 -2.4892 3.1264 0.01 0.02 -0.04 -0.55
C -1.6403 -2.9419 4.3724 0.07 -0.09 0.05 -0.12
C -0.8347 -3.9311 4.9757 -0.06 0.06 -0.03 -0.07
C 0.2226 -4.4481 4.2907 0.04 -0.01 -0.04 -0.04
C 0.5463 -3.9889 2.9891 0.05 -0.06 0.00 -0.18
C 1.6218 -4.5760 2.2733 -0.06 0.02 0.03 -0.05
C 1.9148 -4.1602 1.0107 -0.01 -0.02 -0.05 -0.07
C 1.1859 -3.0955 0.4346 0.02 0.06 -0.16 -0.14
C 0.1659 -2.4554 1.0893 -0.12 0.05 0.26 -0.17
C -0.2093 -2.9498 2.3796 0.01 -0.07 0.00 -0.20
H -2.5093 -2.5555 4.8858 -0.01 0.00 0.01 0.10
H -1.0772 -4.2840 5.9689 -0.01 0.00 0.00 0.11
H 0.8342 -5.2281 4.7281 0.00 0.00 0.00 0.11
H 2.1871 -5.3714 2.7447 0.00 0.00 0.00 0.11
H 2.7133 -4.6272 0.4471 0.00 0.00 0.00 0.11
H 1.4880 -2.7631 -0.5541 -0.01 -0.03 0.03 0.07
C 4.0889 4.2066 -1.5627 -0.01 0.00 0.02 -0.04
C 3.5726 4.2055 -0.1502 -0.01 -0.01 -0.04 -0.26
C 2.8732 5.2955 0.3633 0.00 0.01 -0.02 -0.03
C 2.3770 5.2802 1.6557 0.01 -0.03 0.02 -0.06
C 2.5689 4.1541 2.4462 -0.01 0.00 -0.12 -0.29
C 3.2712 3.0601 1.9604 -0.06 0.04 -0.02 -0.04
C 3.7735 3.0984 0.6695 -0.03 -0.06 0.01 -0.04
S 1.8701 4.1051 4.0661 0.05 -0.10 0.08 0.62
O 2.0359 5.4042 4.6445 0.01 0.01 0.05 -0.28
O 2.3571 2.9104 4.6900 0.03 0.04 0.03 -0.29
N 0.2546 3.9221 3.9033 -0.14 0.00 -0.23 -0.13
C -0.3336 2.7086 3.3412 0.06 0.10 0.11 -0.18
C -0.5229 2.7357 1.8196 -0.03 0.06 0.08 -0.05
C -0.7282 1.3588 1.2858 -0.21 -0.02 0.21 -0.63
O -1.6600 1.0471 0.5020 0.19 -0.08 -0.05 -0.05
O 0.0774 0.4211 1.6280 0.19 0.47 0.43 -0.12
H 3.9317 5.1709 -2.0431 0.00 0.01 0.01 0.08
H 3.5769 3.4466 -2.1557 -0.01 -0.01 0.00 0.08
H 5.1561 3.9827 -1.5883 0.00 -0.01 0.00 0.08
H 2.7206 6.1694 -0.2581 0.00 0.00 0.00 0.11
H 1.8536 6.1401 2.0539 0.00 0.00 0.02 0.12
H 3.4129 2.1972 2.5957 0.02 -0.03 0.01 0.11
H 4.3190 2.2444 0.2855 0.01 -0.03 0.00 0.11
H -0.1994 4.7967 3.6770 -0.03 0.00 0.05 0.12
H -1.2951 2.5595 3.8338 -0.01 -0.06 -0.01 0.13
H 0.3036 1.8731 3.6259 0.04 0.03 0.00 0.12
H 0.3807 3.1132 1.3344 0.02 -0.01 -0.02 0.12
H -1.3635 3.3577 1.5135 0.01 0.03 0.02 0.14
C 2.8199 -0.9412 2.6638 0.03 -0.02 0.01 0.02
C 3.1960 -0.7963 1.2142 -0.05 0.03 0.07 -0.55
N 4.5129 -0.9529 0.9230 0.00 0.04 0.01 0.18
O 2.3822 -0.5730 0.3314 0.14 0.06 -0.14 0.00
H 3.5944 -0.5576 3.3286 0.01 -0.01 -0.01 0.09
H 2.6795 -2.0055 2.8709 -0.02 0.01 0.00 0.08
H 1.8820 -0.4263 2.8451 0.00 0.01 0.00 0.07
H 5.1812 -1.1899 1.6331 0.00 -0.01 -0.01 0.10
H 4.7926 -0.9702 -0.0433 -0.01 0.00 0.01 0.11
C -4.6394 -2.3242 -4.2170 -0.02 -0.01 -0.04 -0.07
C -3.9815 -3.3686 -3.3495 0.06 0.01 0.03 -0.31
O -3.4417 -2.7179 -2.1849 -0.05 0.04 -0.05 -0.27
P -1.9977 -2.9524 -1.5671 -0.45 0.21 0.19 0.15
O -1.8513 -1.6454 -0.7140 -0.36 -0.88 -0.84 -0.46
Te -0.3914 -3.4951 -3.1614 0.06 0.02 0.06 0.52
O -2.1902 -4.0261 -0.4161 0.04 -0.10 0.10 -0.28
C -2.2927 -5.4413 -0.6787 -0.08 0.06 0.06 -0.28
C -1.0891 -6.1545 -0.1160 0.02 -0.04 0.00 -0.07
H -5.1434 -2.8054 -5.0564 0.01 0.01 -0.01 0.08
H -3.8948 -1.6318 -4.6092 0.01 0.00 0.01 0.08
H -5.3761 -1.7579 -3.6479 -0.01 -0.01 0.01 0.08
H -3.1766 -3.8762 -3.8861 -0.02 0.01 0.01 0.04
H -4.6978 -4.1136 -2.9988 -0.01 0.01 0.01 0.12
H -2.3904 -5.6217 -1.7515 0.05 0.04 -0.02 0.09
H -3.2141 -5.7591 -0.1896 0.00 -0.03 -0.03 0.12
H -0.1785 -5.7856 -0.5853 0.02 0.02 -0.03 0.05
H -1.1741 -7.2247 -0.3138 0.01 0.00 0.03 0.08
H -1.0150 -5.9990 0.9607 0.00 0.02 0.01 0.08